No. 1
The following is a DFT calculation (ωB97M-V with the def2-TZVPD basis set) of C10H15ClNSi as an isolated structure.

```
! RIJCOSX wB97M-V def2-TZVPD def2/J DEFGRID3
* xyz 1 1
C -0.058 -3.463 -1.918
C -0.180 -2.294 -2.665
C 0.402 -3.506 -0.626
C 0.289 -1.114 -2.039
C 0.642 -2.336 0.036
C 0.637 -1.099 -0.641
C -0.307 1.519 1.815
C -1.169 0.493 2.198
C -2.437 0.447 1.398
C 1.597 1.935 -0.849
N 2.213 3.012 0.075
Si 1.197 0.451 0.305
Cl 2.402 -0.055 1.811
H -0.411 -4.408 -2.389
H -0.391 -2.211 -3.723
H 0.300 -4.424 -0.108
H 0.164 -0.245 -2.643
H 0.921 -2.302 1.093
H 0.471 1.861 2.436
H -0.775 2.175 1.034
H -2.108 0.627 0.417
H -3.074 1.252 1.819
H -2.985 -0.484 1.512
H 2.229 1.623 -1.655
H 0.627 2.561 -1.201
H 3.224 2.920 0.291
H -0.803 -0.113 3.052
H 2.348 4.013 -0.337
*
```

## Properties
HOMO-LUMO gap: 8.190 eV
energy relative to the best compared isomer or geometry (same formula, charge and spin): 0.0 kJ/mol
LUMO level: -0.17559 hartree

=====

No. 2
The following is a DFT calculation (ωB97M-V with the def2-TZVPD basis set) of one molecule with the formula C5H7N.

```
! RIJCOSX wB97M-V def2-TZVPD def2/J DEFGRID3
* xyz 0 1
C -0.589 1.539 -0.086
C 0.272 0.574 -0.871
N 1.563 0.091 -0.389
C 0.476 -0.878 -0.578
C -0.134 -1.527 0.566
C -0.648 -2.105 1.484
H -0.611 1.304 0.981
H -0.200 2.559 -0.206
H -1.620 1.552 -0.459
H 0.292 0.806 -1.935
H 1.673 0.241 0.613
H 0.655 -1.546 -1.419
H -1.128 -2.609 2.299
*
```

## Properties
SMILES: C#C[C@@H]1N[C@@H]1C
HOMO-LUMO gap: 10.322 eV
energy relative to the best compared isomer or geometry (same formula, charge and spin): 276.3 kJ/mol
LUMO level: 0.04123 hartree

=====

No. 3
The following is a DFT calculation (ωB97M-V with the def2-TZVPD basis set) of C12H30B2BaF8O6 as an isolated structure.

```
! RIJCOSX wB97M-V def2-TZVPD def2/J DEFGRID3
* xyz 1 2
Ba -0.499 -0.066 -0.106
B -1.243 -0.475 2.899
F -2.316 -0.716 2.136
F -1.444 -0.746 4.200
F -0.210 -1.300 2.445
F -0.903 0.824 2.600
B -2.164 -0.111 -2.810
F -1.876 1.230 -2.666
F -1.079 -0.866 -2.540
F -3.168 -0.220 -1.821
F -2.689 -0.373 -4.045
C 1.308 -2.992 -1.893
O 1.065 -2.531 -0.552
C 0.821 -3.574 0.384
C -0.681 -3.871 0.344
O -1.407 -2.647 0.251
C -2.836 -2.835 0.378
H 2.059 -3.773 -2.008
H 1.496 -2.112 -2.507
H 0.461 -3.392 -2.452
H 1.123 -3.176 1.353
H 1.461 -4.443 0.231
H -0.965 -4.335 1.288
H -0.919 -4.445 -0.552
H -3.115 -3.557 -0.390
H -3.420 -1.915 0.335
H -3.091 -3.373 1.290
C 1.577 1.007 -2.732
O 1.782 0.246 -1.569
C 3.021 0.431 -1.015
C 3.189 -0.359 0.288
O 2.075 0.059 1.075
C 2.318 -0.102 2.503
H 1.489 2.079 -2.559
H 0.588 0.838 -3.156
H 2.201 0.937 -3.623
H 3.130 1.508 -0.886
H 3.793 -0.044 -1.619
H 4.158 -0.097 0.715
H 3.178 -1.428 0.072
H 2.131 -1.125 2.830
H 1.643 0.552 3.055
H 3.275 0.345 2.774
C -3.194 2.493 1.116
O -2.023 2.338 0.301
C -1.550 3.654 -0.034
C -0.158 3.419 -0.708
O 0.661 2.572 0.087
C 1.144 3.175 1.266
H -2.956 3.116 1.978
H -3.603 1.518 1.381
H -3.935 3.021 0.514
H -1.389 4.364 0.777
H -2.171 4.196 -0.748
H 0.385 4.305 -1.036
H -0.395 2.967 -1.671
H 2.130 2.774 1.500
H 0.510 2.769 2.054
H 1.225 4.262 1.282
*
```

## Properties
HOMO-LUMO gap (spin up / spin down): 10.055 / 3.319 eV
LUMO level (spin up / spin down): -0.10085 / -0.34838 hartree

=====

No. 4
The following is a DFT calculation (ωB97M-V with the def2-TZVPD basis set) of one molecule with the formula C17H16BrNO.

```
! RIJCOSX wB97M-V def2-TZVPD def2/J DEFGRID3
* xyz 0 1
C -0.898 3.495 0.491
C -0.696 2.451 -0.555
C -0.679 1.112 -0.291
C -0.810 0.488 0.997
O -0.912 1.060 2.077
C -0.774 -1.012 0.974
C -1.421 -1.763 -0.002
C -1.388 -3.145 0.037
C -0.695 -3.775 1.056
C -0.055 -3.050 2.048
C -0.110 -1.671 2.006
H 0.365 -1.082 2.776
H 0.470 -3.559 2.842
Br -0.631 -5.680 1.099
H -1.896 -3.728 -0.716
H -1.979 -1.271 -0.785
H -0.518 0.442 -1.125
N -0.563 2.874 -1.835
H -0.328 2.169 -2.518
C -0.400 4.241 -2.255
C 0.995 4.806 -2.068
C 2.033 4.054 -1.539
C 3.292 4.611 -1.383
C 3.525 5.922 -1.757
C 2.492 6.678 -2.287
C 1.236 6.123 -2.440
H 0.430 6.714 -2.853
H 2.666 7.703 -2.580
H 4.506 6.355 -1.635
H 4.090 4.015 -0.967
H 1.865 3.030 -1.237
H -0.662 4.297 -3.317
H -1.112 4.871 -1.712
H -0.080 4.214 0.472
H -0.942 3.023 1.467
H -1.831 4.029 0.314
*
```

## Properties
SMILES: C/C(=C\C(=O)c1ccc(Br)cc1)NCc1ccccc1
HOMO-LUMO gap: 8.836 eV
energy relative to the best compared isomer or geometry (same formula, charge and spin): 87.5 kJ/mol
LUMO level: 0.01659 hartree

=====

No. 5
The following is a DFT calculation (ωB97M-V with the def2-TZVPD basis set) of AgH12O7V as an isolated structure.

```
! RIJCOSX wB97M-V def2-TZVPD def2/J DEFGRID3
* xyz 2 5
V 13.013 -6.425 6.643
Ag 13.524 -7.279 3.543
O 14.198 -5.864 5.052
H 14.040 -4.950 4.774
O 12.407 -7.922 5.296
H 11.459 -7.699 5.390
O 15.221 -8.677 4.476
H 15.979 -8.216 4.905
H 15.276 -9.613 4.716
O 16.973 -6.487 5.039
H 17.178 -6.639 4.105
H 16.060 -6.154 5.097
O 16.740 -3.188 3.939
H 16.889 -2.854 4.832
H 16.671 -4.144 4.025
O 13.356 -4.545 7.604
H 13.897 -3.884 7.142
H 13.175 -4.170 8.484
O 11.297 -5.349 5.576
H 10.579 -4.736 5.814
H 11.221 -5.476 4.621
*
```

## Properties
HOMO-LUMO gap (spin up / spin down): 8.169 / 4.694 eV
LUMO level (spin up / spin down): -0.31985 / -0.44745 hartree

=====

No. 6
The following is a DFT calculation (ωB97M-V with the def2-TZVPD basis set) of one molecule with the formula C5H5OP.

```
! RIJCOSX wB97M-V def2-TZVPD def2/J DEFGRID3
* xyz 0 1
C 2.319 0.616 0.292
C 0.282 -0.797 0.334
C -1.125 -1.131 0.013
C 0.921 0.271 -0.188
C -2.017 -0.155 -0.168
O 3.017 1.510 -0.127
P -3.144 0.987 -0.008
H 2.511 -0.108 1.152
H 0.863 -1.379 1.006
H -1.327 -2.104 -0.154
H -2.715 1.391 -1.253
H 0.415 0.901 -0.900
*
```

## Properties
SMILES: O=C/C=C/C=C=P
HOMO-LUMO gap: 9.030 eV
energy relative to the best compared isomer or geometry (same formula, charge and spin): 5.0 kJ/mol
LUMO level: -0.01027 hartree

=====

No. 7
The following is a DFT calculation (ωB97M-V with the def2-TZVPD basis set) of one molecule with the formula C5H5F2N.

```
! RIJCOSX wB97M-V def2-TZVPD def2/J DEFGRID3
* xyz 0 1
C 2.282 0.895 -0.350
C -1.210 -0.582 0.117
C -1.177 0.881 0.564
C 0.118 -0.703 -0.674
C 1.147 0.093 0.182
N 3.056 1.636 -0.779
F 0.565 -2.055 -0.587
F 1.433 -0.587 1.344
H -1.256 -1.230 0.952
H -2.133 -0.886 -0.395
H -1.480 1.637 -0.186
H -1.410 1.329 1.526
H 0.065 -0.429 -1.713
*
```

## Properties
HOMO-LUMO gap (spin up / spin down): 8.302 / 8.962 eV
energy relative to the best compared isomer or geometry (same formula, charge and spin): 424.8 kJ/mol
LUMO level (spin up / spin down): -0.04206 / -0.02087 hartree